No. 1
{
  "formula": "C53H129N7O23",
  "method": "wB97M-V/def2-TZVPD",
  "spin_multiplicity": 1,
  "lumo_ev": 0.375,
  "total_energy_ha": -4210.2487,
  "total_charge": 0,
  "elements": ["C", "O", "C", "C", "O", "C", "H", "H", "H", "H", "H", "H", "H", "H", "H", "H", "C", "O", "C", "C", "O", "C", "H", "H", "H", "H", "H", "H", "H", "H", "H", "H", "C", "O", "C", "C", "O", "C", "H", "H", "H", "H", "H", "H", "H", "H", "H", "H", "C", "O", "C", "C", "O", "C", "H", "H", "H", "H", "H", "H", "H", "H", "H", "H", "C", "O", "C", "C", "O", "C", "H", "H", "H", "H", "H", "H", "H", "H", "H", "H", "C", "O", "C", "C", "O", "C", "H", "H", "H", "H", "H", "H", "H", "H", "H", "H", "C", "O", "C", "C", "O", "C", "H", "H", "H", "H", "H", "H", "H", "H", "H", "H", "C", "O", "C", "C", "O", "C", "H", "H", "H", "H", "H", "H", "H", "H", "H", "H", "C", "C", "O", "N", "C", "H", "H", "H", "H", "H", "H", "H", "C", "C", "O", "N", "C", "H", "H", "H", "H", "H", "H", "H", "C", "C", "O", "N", "C", "H", "H", "H", "H", "H", "H", "H", "C", "C", "O", "N", "C", "H", "H", "H", "H", "H", "H", "H", "C", "C", "O", "N", "C", "H", "H", "H", "H", "H", "H", "H", "C", "C", "O", "N", "C", "H", "H", "H", "H", "H", "H", "H", "C", "C", "O", "N", "C", "H", "H", "H", "H", "H", "H", "H"],
  "coordinates": [[1.221, -2.071, 2.101], [2.303, -2.282, 3.003], [1.843, -2.585, 4.348], [3.031, -2.408, 5.313], [4.050, -3.357, 5.225], [3.695, -4.679, 5.700], [0.624, -3.008, 2.056], [1.566, -1.681, 1.109], [0.563, -1.371, 2.594], [1.351, -3.520, 4.385], [1.035, -1.905, 4.522], [2.526, -2.288, 6.283], [3.519, -1.431, 5.166], [2.954, -5.213, 5.092], [3.248, -4.559, 6.687], [4.594, -5.315, 5.765], [-2.141, -0.753, 3.103], [-1.629, -1.954, 3.600], [-2.247, -3.102, 2.920], [-1.868, -4.383, 3.634], [-2.825, -4.726, 4.604], [-2.340, -5.538, 5.587], [-3.175, -0.502, 3.331], [-1.961, -0.630, 2.034], [-1.575, 0.085, 3.525], [-2.054, -3.136, 1.867], [-3.339, -3.033, 2.982], [-0.919, -4.131, 4.187], [-1.586, -5.200, 2.994], [-2.086, -6.550, 5.260], [-3.169, -5.511, 6.309], [-1.429, -5.092, 6.016], [3.941, 3.319, -3.717], [3.053, 3.054, -4.793], [2.661, 4.123, -5.619], [1.675, 3.689, -6.608], [0.568, 3.053, -5.982], [-0.731, 3.677, -6.066], [4.855, 3.542, -4.191], [4.046, 2.397, -3.099], [3.574, 4.148, -3.122], [3.563, 4.555, -6.125], [2.226, 4.924, -5.024], [2.219, 2.909, -7.218], [1.387, 4.523, -7.233], [-1.075, 3.763, -7.073], [-0.719, 4.610, -5.438], [-1.451, 3.065, -5.520], [4.580, -4.993, -2.668], [3.457, -4.201, -2.564], [3.711, -2.848, -2.185], [3.882, -2.612, -0.707], [5.167, -3.118, -0.228], [5.637, -2.507, 0.977], [5.231, -4.702, -3.539], [4.341, -6.046, -2.973], [5.206, -4.951, -1.786], [2.751, -2.291, -2.504], [4.375, -2.287, -2.799], [3.057, -3.150, -0.210], [3.852, -1.478, -0.540], [5.720, -1.389, 0.817], [6.621, -2.970, 1.087], [5.018, -2.718, 1.826], [-6.903, -5.049, 4.559], [-7.916, -5.052, 3.516], [-7.272, -5.122, 2.225], [-8.148, -4.442, 1.215], [-8.186, -3.036, 1.238], [-7.000, -2.454, 0.697], [-7.427, -5.137, 5.466], [-6.270, -4.118, 4.600], [-6.229, -5.905, 4.472], [-7.133, -6.139, 1.906], [-6.315, -4.608, 2.321], [-9.155, -4.833, 1.285], [-7.712, -4.739, 0.180], [-6.339, -2.507, 1.555], [-7.167, -1.380, 0.449], [-6.610, -3.031, -0.112], [5.796, 0.108, -2.241], [5.415, -0.315, -3.588], [6.361, -1.058, -4.272], [5.667, -1.746, -5.492], [6.715, -2.370, -6.213], [6.089, -2.936, -7.376], [6.539, 0.963, -2.335], [6.161, -0.770, -1.740], [4.941, 0.408, -1.732], [6.864, -1.750, -3.569], [7.108, -0.337, -4.721], [5.028, -1.180, -6.150], [5.020, -2.506, -4.989], [5.845, -2.088, -8.091], [5.148, -3.404, -7.071], [6.696, -3.739, -7.813], [-6.031, 0.558, 1.645], [-5.422, 1.667, 2.383], [-5.888, 1.811, 3.691], [-5.103, 1.090, 4.738], [-5.247, -0.311, 4.550], [-4.647, -1.084, 5.616], [-5.395, -0.370, 1.635], [-6.063, 0.815, 0.549], [-6.904, 0.121, 2.048], [-6.960, 1.588, 3.779], [-5.814, 2.932, 3.893], [-5.361, 1.268, 5.791], [-4.019, 1.271, 4.682], [-3.616, -0.804, 5.828], [-4.515, -2.101, 5.112], [-5.205, -1.104, 6.522], [0.804, 0.853, 5.346], [-0.147, 1.730, 5.915], [0.071, 3.142, 5.609], [-0.386, 3.529, 4.273], [0.689, 3.441, 3.318], [0.220, 3.614, 2.036], [0.536, 0.652, 4.300], [0.904, -0.084, 5.805], [1.815, 1.326, 5.276], [1.099, 3.424, 5.868], [-0.586, 3.543, 6.368], [-0.665, 4.628, 4.331], [-1.204, 2.955, 3.916], [-0.177, 2.666, 1.656], [0.976, 3.951, 1.370], [-0.579, 4.358, 2.074], [3.341, 1.528, 2.872], [3.815, 1.862, 1.434], [4.409, 1.079, 0.659], [3.726, 3.177, 1.102], [4.341, 3.809, -0.023], [4.112, 1.969, 3.505], [3.209, 0.457, 2.932], [2.370, 1.934, 3.088], [3.119, 3.688, 1.686], [5.404, 3.615, 0.024], [4.229, 4.887, 0.067], [3.941, 3.452, -0.944], [-2.266, -1.138, -0.995], [-1.204, -0.153, -0.467], [-1.493, 0.840, 0.173], [0.097, -0.494, -0.844], [1.095, 0.531, -0.740], [-2.448, -1.837, -0.230], [-1.889, -1.541, -1.905], [-3.148, -0.497, -1.107], [0.115, -0.919, -1.748], [0.821, 1.179, 0.091], [1.026, 1.067, -1.724], [2.065, 0.169, -0.499], [-1.329, 0.060, -5.196], [-0.057, -0.417, -4.448], [-0.013, -1.513, -3.890], [0.970, 0.474, -4.472], [2.280, 0.173, -3.938], [-1.760, -0.951, -5.547], [-1.140, 0.579, -6.128], [-2.051, 0.395, -4.446], [0.860, 1.343, -4.949], [2.453, -0.862, -4.091], [2.435, 0.422, -2.899], [3.139, 0.724, -4.458], [-3.880, 3.410, -3.662], [-4.267, 2.043, -3.169], [-3.423, 1.211, -2.884], [-5.634, 1.816, -3.094], [-6.078, 0.468, -2.874], [-4.620, 3.927, -4.227], [-3.024, 3.257, -4.304], [-3.590, 3.982, -2.724], [-6.132, 2.455, -3.665], [-5.287, -0.184, -3.088], [-6.880, 0.250, -3.551], [-6.476, 0.267, -1.886], [-0.122, -3.930, -1.791], [0.094, -4.610, -0.440], [-0.828, -4.672, 0.358], [1.318, -5.172, -0.190], [1.663, -5.659, 1.139], [0.730, -3.540, -2.258], [-1.007, -3.293, -1.761], [-0.413, -4.783, -2.379], [2.054, -5.197, -0.855], [2.360, -6.444, 1.065], [0.746, -6.059, 1.662], [2.080, -4.846, 1.779], [-0.284, 3.457, -2.262], [-1.239, 4.163, -1.281], [-1.120, 5.363, -1.130], [-2.055, 3.374, -0.616], [-3.018, 3.974, 0.342], [0.208, 4.170, -2.902], [-0.754, 2.685, -2.925], [0.558, 2.939, -1.775], [-1.790, 2.381, -0.610], [-2.465, 4.618, 1.000], [-3.557, 3.227, 0.943], [-3.813, 4.626, -0.146], [2.912, 8.690, -0.332], [2.073, 7.498, 0.071], [2.226, 6.759, 1.047], [1.228, 7.105, -0.929], [1.060, 7.799, -2.228], [2.311, 9.431, -0.776], [3.555, 8.321, -1.193], [3.560, 9.018, 0.473], [0.403, 6.546, -0.661], [1.991, 7.724, -2.845], [0.902, 8.888, -2.336], [0.184, 7.397, -2.660]]
}



No. 2
{
  "formula": "C2H6FPS",
  "method": "wB97M-V/def2-TZVPD",
  "spin_multiplicity": 1,
  "lumo_ev": [-2.539, -2.316],
  "total_energy_ha": -919.1076,
  "total_charge": 0,
  "relative_energy_kcal_mol": 87.40,
  "elements": ["C", "C", "F", "P", "S", "H", "H", "H", "H", "H", "H"],
  "coordinates": [[0.849, -0.124, 1.356], [0.483, 0.380, -1.302], [0.255, -2.030, -0.407], [1.386, -0.829, -0.266], [3.796, 0.560, 0.422], [1.641, -0.119, 1.970], [0.276, 0.776, 1.161], [0.274, -0.845, 1.892], [0.878, 1.338, -1.205], [0.322, 0.083, -2.411], [-0.544, 0.515, -1.071]]
}



No. 3
{
  "formula": "C28H57AlBN2O19S2",
  "method": "wB97M-V/def2-TZVPD",
  "spin_multiplicity": 1,
  "lumo_ev": 1.737,
  "total_energy_ha": -3703.9859,
  "total_charge": -1,
  "elements": ["C", "C", "N", "C", "C", "C", "S", "S", "C", "C", "C", "Al", "C", "C", "O", "C", "C", "C", "O", "O", "B", "N", "O", "H", "H", "H", "H", "H", "H", "H", "H", "H", "H", "H", "H", "H", "H", "H", "H", "H", "H", "H", "H", "H", "H", "H", "H", "H", "H", "H", "C", "O", "C", "O", "O", "C", "H", "H", "H", "H", "H", "H", "C", "O", "C", "O", "O", "C", "H", "H", "H", "H", "H", "H", "C", "O", "C", "O", "O", "C", "H", "H", "H", "H", "H", "H", "C", "O", "C", "O", "O", "C", "H", "H", "H", "H", "H", "H", "C", "O", "C", "O", "O", "C", "H", "H", "H", "H", "H", "H"],
  "coordinates": [[4.421, 2.251, 1.160], [3.377, 1.418, 0.405], [2.256, 2.235, -0.064], [2.587, 3.334, -0.978], [3.352, 2.983, -2.259], [1.165, 1.445, -0.518], [1.212, 0.366, -1.749], [-0.187, 1.771, 0.481], [-1.588, 0.987, -0.319], [-2.789, 1.080, 0.626], [-3.554, 2.428, 0.538], [-5.517, 2.232, 0.129], [-5.780, 1.431, -1.771], [-6.705, 2.294, -2.476], [-6.426, 3.160, -3.292], [-6.353, 4.084, 0.157], [-6.005, 4.811, 1.485], [-5.641, 6.260, 1.317], [-4.714, 6.815, 1.842], [-6.440, 6.966, 0.486], [-6.594, 0.988, 1.530], [-6.408, -0.482, 1.794], [-7.623, 1.547, 2.270], [4.460, 1.911, 2.196], [5.425, 2.130, 0.754], [4.159, 3.305, 1.186], [2.952, 0.702, 1.110], [3.841, 0.819, -0.386], [3.111, 4.111, -0.423], [1.633, 3.782, -1.265], [3.949, 3.845, -2.567], [4.033, 2.143, -2.136], [2.669, 2.769, -3.078], [-1.769, 1.536, -1.244], [-1.342, -0.046, -0.562], [-2.439, 0.967, 1.656], [-3.453, 0.239, 0.405], [-3.409, 2.979, 1.471], [-3.090, 3.057, -0.232], [-6.257, 0.453, -1.655], [-4.836, 1.347, -2.312], [-7.773, 2.147, -2.207], [-5.946, 4.648, -0.687], [-7.439, 4.002, 0.058], [-5.168, 4.344, 2.003], [-6.890, 4.776, 2.126], [-7.177, 6.398, 0.220], [-5.442, -0.658, 2.045], [-6.610, -1.049, 0.977], [-8.294, 0.863, 2.423], [3.034, -1.805, -3.904], [4.408, -1.543, -3.590], [5.270, -1.866, -4.548], [5.000, -2.351, -5.616], [6.497, -1.570, -4.115], [7.540, -1.885, -5.042], [2.460, -1.494, -3.038], [2.722, -1.228, -4.772], [2.879, -2.867, -4.089], [7.412, -1.325, -5.967], [7.560, -2.953, -5.248], [8.466, -1.590, -4.556], [-4.625, -0.743, -5.387], [-4.307, -2.142, -5.382], [-4.895, -2.834, -4.412], [-5.647, -2.398, -3.582], [-4.508, -4.110, -4.515], [-5.069, -4.966, -3.518], [-4.087, -0.314, -6.227], [-5.693, -0.592, -5.527], [-4.306, -0.266, -4.464], [-6.155, -4.979, -3.589], [-4.771, -4.644, -2.522], [-4.673, -5.957, -3.720], [2.244, -0.033, 4.735], [3.635, -0.273, 4.477], [4.214, -1.152, 5.285], [3.687, -1.742, 6.192], [5.493, -1.275, 4.920], [6.240, -2.200, 5.711], [1.928, 0.687, 3.987], [1.670, -0.950, 4.623], [2.095, 0.385, 5.728], [5.816, -3.200, 5.636], [6.261, -1.887, 6.753], [7.247, -2.194, 5.303], [8.366, -7.903, -2.998], [7.313, -7.246, -2.291], [7.247, -5.931, -2.507], [7.986, -5.303, -3.221], [6.233, -5.442, -1.803], [6.053, -4.028, -1.947], [8.296, -8.953, -2.727], [8.238, -7.788, -4.072], [9.335, -7.508, -2.698], [5.846, -3.773, -2.981], [6.932, -3.488, -1.601], [5.200, -3.756, -1.333], [-1.721, 3.797, 5.503], [-1.429, 2.397, 5.427], [-2.239, 1.624, 6.145], [-3.145, 1.997, 6.843], [-1.877, 0.354, 5.952], [-2.679, -0.601, 6.649], [-0.988, 4.287, 4.871], [-2.722, 4.000, 5.129], [-1.628, 4.151, 6.528], [-3.716, -0.540, 6.325], [-2.616, -0.444, 7.724], [-2.270, -1.574, 6.393]]
}



No. 4
{
  "formula": "C11H14OS",
  "method": "wB97M-V/def2-TZVPD",
  "spin_multiplicity": 1,
  "lumo_ev": [0.073, -0.541],
  "total_energy_ha": -900.6659,
  "total_charge": 0,
  "relative_energy_kcal_mol": 180.90,
  "elements": ["C", "C", "C", "C", "C", "C", "C", "C", "C", "C", "C", "O", "S", "H", "H", "H", "H", "H", "H", "H", "H", "H", "H", "H", "H", "H", "H"],
  "coordinates": [[0.824, -1.234, 0.535], [1.184, 0.006, 1.051], [-1.329, 1.730, 0.006], [-1.642, 2.771, -0.687], [0.079, 0.718, 1.790], [-1.591, -0.729, 0.517], [-0.011, -0.699, -1.623], [-0.442, -1.347, -0.288], [-1.244, 0.787, 1.061], [0.695, 0.569, -1.356], [1.959, -2.181, 0.138], [2.079, 2.341, -0.010], [2.135, 0.892, -0.199], [-1.076, 2.868, -1.653], [-2.481, 3.431, -0.562], [-0.191, 0.137, 2.680], [0.554, 1.711, 2.021], [-2.557, -0.608, -0.055], [-1.640, -1.345, 1.326], [0.640, -1.603, -1.921], [-0.817, -0.597, -2.212], [-0.613, -2.389, -0.503], [-2.002, 0.965, 1.811], [0.783, 1.293, -2.179], [2.983, -1.849, -0.185], [1.637, -2.902, -0.585], [2.084, -2.737, 1.081]]
}



Number 4 is which compound? C11H14OS